(1)
C13H6BrCl6O3S as an isolated structure at a distorted geometry, computed with wB97M-V/def2-TZVPD.

ORCA input file:
```
! RIJCOSX wB97M-V def2-TZVPD def2/J DEFGRID3
* xyz -1 1
Cl 1.505 -0.176 -0.513
C 4.398 -1.158 0.560
Cl 3.874 -0.952 2.178
C 4.132 -2.459 -0.068
O 3.385 -3.291 0.491
C 4.911 -2.736 -1.264
Cl 4.867 -4.321 -1.841
C 5.734 -1.779 -1.823
Cl 6.808 -2.198 -3.093
C 5.746 -0.447 -1.336
Cl 6.767 0.724 -2.020
C 5.011 -0.114 -0.178
Cl 5.034 1.478 0.476
Br -0.874 2.704 0.044
C -0.730 0.912 0.171
S -1.897 0.010 1.003
C -3.527 0.731 0.649
C -4.011 1.770 1.455
C -5.313 2.267 1.233
C -6.104 1.731 0.226
C -5.612 0.713 -0.592
C -4.311 0.210 -0.373
O -1.967 -1.309 0.422
O -1.814 0.152 2.452
H 0.350 0.479 -0.055
H -3.405 2.174 2.247
H -5.683 3.072 1.871
H -7.127 2.108 0.069
H -6.219 0.297 -1.390
H -3.929 -0.591 -1.000
*
```

Strongest force on any atom   0.085 Eh/bohr
Energy   -175729.273 eV
Kohn-Sham gap   2.485 eV

---

(2)
C14H25Br15N3O4S as an isolated structure at a distorted geometry, computed with wB97M-V/def2-TZVPD.

ORCA input file:
```
! RIJCOSX wB97M-V def2-TZVPD def2/J DEFGRID3
* xyz 1 1
C 5.579 0.497 1.485
C 3.981 0.238 1.546
O 3.578 -1.053 1.038
C 2.729 -0.982 -0.120
C 1.455 -1.961 0.103
O 0.624 -1.567 1.226
C -0.214 -0.445 0.889
C -1.768 -0.692 1.130
N -2.642 0.491 0.848
C -1.958 1.769 0.932
N -2.721 2.877 0.729
N -0.539 2.006 1.161
C 0.174 2.496 -0.050
S 1.233 4.003 0.286
O 2.594 3.825 -0.397
O 1.504 4.218 1.770
C 0.161 0.847 1.797
H 6.175 -0.467 1.382
H 5.893 1.015 2.462
H 5.773 1.210 0.601
H 3.452 1.138 1.088
H 3.705 0.246 2.670
H 2.438 0.067 -0.458
H 3.306 -1.455 -1.004
H 1.888 -2.991 0.379
H 0.883 -2.092 -0.878
H -0.055 -0.226 -0.226
H -2.181 -1.585 0.551
H -1.889 -0.958 2.246
H -3.094 0.373 -0.082
H -2.405 3.786 1.103
H -3.623 2.788 0.241
H 0.845 1.710 -0.552
H -0.612 2.805 -0.837
H 0.668 5.137 -0.321
H -0.352 0.657 2.812
H 1.292 0.979 1.899
C 3.737 6.256 4.184
Br 2.990 7.926 4.828
Br 5.078 6.547 2.813
Br 4.417 5.163 5.636
H 2.924 5.699 3.720
C 1.174 -5.319 -2.285
Br -0.553 -4.463 -2.515
Br 2.623 -4.203 -2.930
Br 1.460 -5.882 -0.451
H 1.167 -6.220 -2.897
C 6.172 -4.474 -5.613
Br 5.431 -2.797 -4.977
Br 7.506 -4.193 -6.993
Br 6.857 -5.556 -4.156
H 5.355 -5.031 -6.068
C -6.199 -1.054 -0.648
Br -4.676 -0.556 -1.747
Br -6.418 0.145 0.862
Br -7.824 -1.200 -1.695
H -5.990 -2.042 -0.242
C -12.316 -1.552 -1.306
Br -13.036 0.132 -0.669
Br -10.985 -1.288 -2.693
Br -11.632 -2.640 0.148
H -13.140 -2.103 -1.756
*
```

Strongest force on any atom   0.151 Eh/bohr
Energy   -1089042.895 eV
Kohn-Sham gap   7.222 eV

---

(3)
A 8-piece molecular cluster, C40H92N4O10 overall at a distorted geometry, computed with wB97M-V/def2-TZVPD.

ORCA input file:
```
! RIJCOSX wB97M-V def2-TZVPD def2/J DEFGRID3
* xyz 0 1
O -10.363 -1.148 -3.548
H -10.505 -0.295 -3.957
H -9.732 -0.978 -2.849
O -4.881 -2.243 -7.054
H -4.683 -2.490 -6.151
H -5.553 -2.866 -7.331
C -2.634 1.140 -1.500
C -2.787 0.334 -0.202
C -2.026 1.108 0.980
C -2.488 0.599 2.375
C -4.055 0.801 2.422
C -4.789 0.014 1.369
N -4.214 -0.030 0.055
O -4.819 -0.760 -1.117
C -5.006 -1.418 1.850
C -6.199 0.683 1.303
C -2.013 -0.916 -0.345
H -1.577 1.317 -1.699
H -3.114 2.117 -1.558
H -3.062 0.721 -2.411
H -0.966 0.893 0.846
H -2.258 2.170 0.898
H -1.940 1.163 3.129
H -2.260 -0.452 2.552
H -4.179 1.862 2.207
H -4.453 0.769 3.436
H -5.548 -1.425 2.796
H -5.590 -2.032 1.164
H -4.102 -2.012 1.718
H -6.092 1.747 1.093
H -6.879 0.111 0.671
H -6.656 0.711 2.292
H -1.906 -1.333 0.656
H -1.190 -0.608 -0.991
H -2.378 -1.691 -1.019
H -5.002 0.080 -1.543
C 0.593 -8.597 0.210
C 0.003 -9.882 -0.421
C -0.133 -11.009 0.623
C -1.423 -11.037 1.440
C -2.686 -10.817 0.562
C -2.593 -9.631 -0.407
N -1.296 -9.716 -1.134
O -1.196 -8.789 -2.095
C -3.769 -10.099 -1.369
C -2.812 -8.305 0.405
C 1.008 -10.464 -1.515
H 0.032 -8.209 1.060
H 0.751 -7.756 -0.465
H 1.553 -8.767 0.699
H -0.092 -11.921 0.027
H 0.679 -11.003 1.350
H -1.480 -10.187 2.120
H -1.399 -11.903 2.101
H -3.544 -10.603 1.199
H -3.010 -11.783 0.173
H -4.038 -9.259 -2.008
H -3.392 -10.907 -1.996
H -4.674 -10.375 -0.827
H -2.848 -7.374 -0.161
H -3.832 -8.292 0.788
H -2.124 -8.270 1.250
H 1.227 -9.762 -2.319
H 0.455 -11.243 -2.040
H 1.956 -10.875 -1.169
H -1.250 -7.979 -1.583
C 6.442 -2.662 2.611
C 6.512 -1.376 3.505
C 7.663 -1.614 4.550
C 8.183 -0.503 5.444
C 8.401 0.635 4.514
C 7.189 1.086 3.547
N 6.791 -0.119 2.780
O 5.918 0.136 1.705
C 6.130 1.824 4.339
C 7.784 2.171 2.539
C 5.196 -1.290 4.349
H 6.140 -2.542 1.570
H 5.830 -3.463 3.027
H 7.462 -2.980 2.396
H 7.379 -2.424 5.223
H 8.494 -2.034 3.984
H 9.094 -0.876 5.913
H 7.447 -0.369 6.236
H 9.393 0.386 4.136
H 8.825 1.503 5.019
H 6.460 2.785 4.736
H 5.273 2.228 3.799
H 5.746 1.291 5.209
H 7.016 2.425 1.809
H 8.196 3.045 3.042
H 8.595 1.682 1.999
H 5.254 -0.702 5.265
H 4.618 -2.204 4.485
H 4.444 -0.703 3.821
H 6.623 0.327 1.082
C 6.211 4.649 -6.164
C 4.856 4.858 -5.483
C 4.904 5.128 -3.982
C 5.138 6.571 -3.637
C 4.211 7.496 -4.337
C 4.047 7.293 -5.851
N 4.074 5.893 -6.190
O 3.809 5.678 -7.537
C 2.884 8.216 -6.369
C 5.334 7.998 -6.462
C 4.025 3.529 -5.710
H 6.790 5.572 -6.148
H 5.948 4.372 -7.185
H 6.598 3.798 -5.604
H 3.870 4.951 -3.685
H 5.596 4.385 -3.584
H 6.145 6.955 -3.804
H 5.050 6.708 -2.560
H 4.335 8.562 -4.145
H 3.285 7.248 -3.818
H 2.569 7.987 -7.387
H 1.952 7.979 -5.857
H 2.969 9.300 -6.451
H 5.481 9.052 -6.226
H 6.276 7.548 -6.149
H 5.459 7.842 -7.534
H 4.220 2.671 -5.066
H 4.030 3.230 -6.758
H 2.986 3.644 -5.401
H 4.588 6.035 -7.969
C -2.518 8.253 0.665
C -4.051 8.297 1.082
O -4.502 6.945 1.073
O -2.325 7.659 -0.626
H -2.067 7.674 1.471
H -1.967 9.193 0.667
H -4.557 9.008 0.430
H -4.206 8.918 1.964
H -5.369 6.908 1.483
H -2.991 6.972 -0.698
C -11.014 4.066 6.560
C -12.271 3.538 5.774
O -13.266 2.919 6.614
O -9.717 4.352 5.786
H -10.770 3.379 7.369
H -11.186 4.976 7.135
H -11.933 2.757 5.093
H -12.781 4.178 5.054
H -14.120 3.248 6.324
H -9.292 5.123 6.168
*
```

Strongest force on any atom   0.073 Eh/bohr
Energy   -69394.782 eV
Kohn-Sham gap   8.161 eV
ΔE to the lowest compared entry with this formula, charge and spin   84.4 kcal per mole
SMILES   CC1(C)CCCC(C)(C)N1O.CC1(C)CCCC(C)(C)N1O.CC1(C)CCCC(C)(C)N1O.CC1(C)CCCC(C)(C)N1O.OCCO.OCCO.O.O

---

(4)
C6H10O as an isolated structure at a distorted geometry, computed with wB97M-V/def2-TZVPD.

ORCA input file:
```
! RIJCOSX wB97M-V def2-TZVPD def2/J DEFGRID3
* xyz 0 1
O 1.681 0.672 2.024
C 0.493 0.620 2.286
C -0.540 -0.028 1.439
C -0.083 -1.083 0.483
C -0.428 -0.487 -1.032
C -0.215 0.995 -1.025
C 0.505 -0.486 -2.115
H 0.101 1.158 3.175
H -1.481 -0.214 1.976
H -0.737 0.926 0.428
H -0.568 -2.059 0.593
H 1.006 -1.176 0.501
H -1.435 -0.709 -1.403
H -0.844 1.697 -1.566
H 0.745 1.397 -0.703
H 0.226 -0.820 -3.125
H 1.575 -0.405 -1.938
*
```

Strongest force on any atom   0.057 Eh/bohr
Energy   -8427.471 eV
Kohn-Sham gap   8.846 eV
ΔE to the lowest compared entry with this formula, charge and spin   86.9 kcal per mole

---

Number 1: HOMO level -0.135 Ha. Number 2: HOMO level -0.426 Ha. Number 3: HOMO level -0.290 Ha. Number 4: HOMO level -0.311 Ha.